# 1
ORCA calculation (ωB97M-V/def2-TZVPD) on C6H5B as an isolated structure.

ΔE to the lowest compared entry with this formula, charge and spin, eV: 1.027
Charge: 0
Frontier orbital gap, eV: 7.941

Last column: Löwdin charge in e.
Cartesian coordinates (Å):
B1 -0.11 -0.41 -2.53  0.28
C1 -0.40 -0.67 2.91  0.14
C2 1.17 2.17 0.07  0.12
C3 -0.66 -0.80 1.76  -0.13
C4 0.51 1.18 -0.17  -0.20
C5 -0.70 -0.88 0.35  -0.14
C6 -0.09 -0.02 -0.49  -0.19
H1 0.17 0.39 -3.48  0.02
H2 -0.52 -1.49 -2.53  -0.03
H3 -0.12 -0.72 3.93  0.02
H4 1.92 2.95 0.23  0.04
H5 -1.17 -1.69 -0.06  0.07

# 2
ORCA calculation (ωB97M-V/def2-TZVPD) on a 3-piece molecular cluster, C14H24NO7S overall.

Charge: -1
Frontier orbital gap, eV: 5.716

Last column: Löwdin charge in e.
Cartesian coordinates (Å):
C1 3.08 -4.01 2.49  -0.08
C2 2.07 -2.85 2.47  -0.30
O1 0.76 -3.29 2.66  -0.16
C3 -0.15 -3.05 1.57  -0.21
C4 -1.47 -2.57 2.17  -0.16
C5 -2.46 -3.66 2.64  -0.72
N1 -2.08 -5.02 2.22  0.02
S1 -2.56 -3.71 4.48  0.74
C6 -3.87 -3.31 2.02  -0.76
O2 -3.91 -3.48 0.78  -0.07
O3 -4.76 -2.89 2.77  -0.09
H1 2.58 -4.89 2.09  0.07
H2 3.45 -4.21 3.49  0.06
H3 3.94 -3.77 1.87  0.06
H4 2.20 -2.28 1.54  0.11
H5 2.32 -2.18 3.30  0.11
H6 -0.29 -3.97 1.01  0.11
H7 0.23 -2.31 0.87  0.08
H8 -1.19 -1.96 3.04  0.09
H9 -1.98 -1.91 1.48  0.09
H10 -2.19 -5.65 3.02  0.03
H11 -2.78 -5.32 1.55  0.07
H12 -2.92 -2.44 4.68  -0.14
O4 -0.98 -1.14 -0.42  0.13
C7 -0.99 -0.03 -0.84  -0.45
O5 0.14 0.64 -1.20  0.02
C8 -0.19 2.00 -1.56  -0.17
C9 -1.66 1.98 -1.92  -0.16
C10 -2.20 0.88 -1.01  -0.06
H13 0.02 2.64 -0.69  0.13
H14 0.45 2.31 -2.38  0.11
H15 -2.14 2.95 -1.80  0.11
H16 -1.78 1.69 -2.97  0.12
H17 -2.49 1.25 -0.03  0.13
H18 -3.03 0.32 -1.44  0.13
O6 -0.32 4.72 -3.33  0.12
C11 0.82 5.03 -3.17  -0.50
O7 1.28 5.53 -2.00  0.02
C12 2.67 5.89 -2.13  -0.16
C13 3.20 5.07 -3.30  -0.15
C14 1.96 4.95 -4.18  -0.07
H19 2.73 6.97 -2.32  0.12
H20 3.17 5.67 -1.19  0.12
H21 4.06 5.52 -3.78  0.11
H22 3.49 4.08 -2.95  0.12
H23 1.86 5.79 -4.87  0.13
H24 1.91 4.02 -4.73  0.12

# 3
ORCA calculation (ωB97M-V/def2-TZVPD) on C2CsF3NO6S2 as an isolated structure.

Charge: -1
Frontier orbital gap, eV: 6.467

Last column: Löwdin charge in e.
Cartesian coordinates (Å):
N1 -0.20 0.26 2.23  -0.45
S1 1.04 -0.57 1.45  0.72
O1 0.46 -1.61 0.51  -0.65
S2 -1.48 0.81 1.51  0.56
O2 -1.48 0.81 0.02  -0.45
O3 -1.98 2.04 2.14  -0.35
C1 -2.84 -0.43 1.89  -0.71
F1 -2.56 -1.62 1.38  0.12
F2 -2.99 -0.55 3.21  0.12
F3 -3.99 0.00 1.37  0.11
O4 4.29 0.82 0.21  0.11
C2 3.34 0.87 -0.51  -0.51
O5 3.04 0.75 -1.68  -0.12
O6 1.57 0.57 0.45  -0.61
Cs1 0.43 -0.24 -2.37  1.09

# 4
ORCA calculation (ωB97M-V/def2-TZVPD) on a 10-piece molecular cluster, C60H130F2N8 overall.

ΔE to the lowest compared entry with this formula, charge and spin, eV: 1.123
SMILES: CCN(CC)CC.CCN(CC)CC.CCN(CC)CC.CCN(CC)CC.CCN(CC)CC.CCN(CC)CC.CCN(CC)CC.CCN(CC)CC.Fc1ccccc1.Fc1ccccc1
Charge: 0
Frontier orbital gap, eV: 8.487

Last column: Löwdin charge in e.
Cartesian coordinates (Å):
C1 3.57 5.95 -0.54  -0.07
C2 4.20 4.62 -0.11  -0.29
N1 3.27 3.59 0.14  -0.17
C3 2.38 3.39 -0.99  -0.26
C4 3.01 2.88 -2.28  -0.08
C5 3.83 2.34 0.73  -0.21
C6 3.12 1.83 1.96  -0.08
H1 4.33 6.72 -0.60  0.07
H2 2.93 6.28 0.30  0.06
H3 3.10 5.92 -1.51  0.04
H4 4.97 4.28 -0.87  0.13
H5 4.76 4.96 0.74  0.10
H6 1.66 2.64 -0.77  0.07
H7 1.71 4.14 -1.26  0.06
H8 3.70 3.64 -2.78  0.09
H9 3.66 1.98 -2.21  0.07
H10 2.26 2.72 -3.02  0.05
H11 4.88 2.51 1.05  0.12
H12 3.85 1.58 -0.11  0.11
H13 3.75 1.11 2.42  0.06
H14 2.09 1.47 1.83  0.06
H15 2.97 2.70 2.65  0.07
C7 -0.56 7.24 2.59  -0.06
C8 0.93 6.75 2.50  -0.28
N2 1.41 5.89 3.53  -0.17
C9 0.54 4.69 3.72  -0.22
C10 0.26 4.01 2.45  -0.10
C11 2.79 5.58 3.22  -0.27
C12 3.48 4.93 4.41  -0.06
H16 -0.75 8.16 2.07  0.06
H17 -0.71 7.43 3.61  0.05
H18 -1.32 6.53 2.23  0.06
H19 1.16 6.35 1.49  0.10
H20 1.46 7.68 2.68  0.11
H21 1.12 4.07 4.35  0.07
H22 -0.45 4.93 4.23  0.14
H23 -0.39 4.63 1.82  0.05
H24 1.14 3.71 1.82  0.08
H25 -0.29 3.13 2.57  0.05
H26 3.28 6.44 2.74  0.12
H27 2.84 4.84 2.41  0.07
H28 4.40 4.52 4.02  0.07
H29 2.86 4.10 4.69  0.04
H30 3.57 5.66 5.23  0.09
C13 -2.26 -5.58 -0.63  -0.08
C14 -3.62 -5.28 -0.12  -0.26
N3 -3.67 -3.99 0.53  -0.18
C15 -4.91 -3.66 1.19  -0.28
C16 -5.16 -4.46 2.44  -0.08
C17 -3.29 -2.88 -0.33  -0.28
C18 -4.15 -2.52 -1.52  -0.08
H31 -2.21 -6.65 -0.93  0.10
H32 -1.65 -5.65 0.22  0.05
H33 -1.83 -4.94 -1.39  0.05
H34 -4.41 -5.23 -0.95  0.13
H35 -4.00 -6.10 0.49  0.12
H36 -4.99 -2.60 1.48  0.10
H37 -5.74 -3.77 0.49  0.10
H38 -6.22 -4.31 2.74  0.09
H39 -4.96 -5.50 2.35  0.05
H40 -4.44 -4.05 3.18  0.08
H41 -2.29 -3.04 -0.69  0.08
H42 -3.21 -1.95 0.28  0.11
H43 -4.02 -1.57 -2.02  0.04
H44 -5.27 -2.61 -1.39  0.09
H45 -3.99 -3.25 -2.41  0.08
C19 -1.58 3.64 -3.87  -0.06
C20 -0.76 4.10 -2.63  -0.22
N4 -1.46 5.25 -1.93  -0.17
C21 -2.47 4.75 -1.04  -0.27
C22 -3.42 5.84 -0.59  -0.09
C23 -0.50 6.11 -1.27  -0.28
C24 0.55 6.76 -2.11  -0.09
H46 -2.44 3.06 -3.51  0.06
H47 -0.96 3.02 -4.55  0.07
H48 -1.84 4.57 -4.34  0.06
H49 -0.61 3.25 -1.97  0.09
H50 0.22 4.41 -2.97  0.08
H51 -1.95 4.33 -0.13  0.12
H52 -3.03 3.93 -1.51  0.11
H53 -3.89 6.34 -1.46  0.09
H54 -2.94 6.67 -0.02  0.06
H55 -4.17 5.56 0.15  0.06
H56 -1.01 6.98 -0.80  0.12
H57 -0.10 5.50 -0.43  0.11
H58 1.19 7.34 -1.43  0.08
H59 1.16 6.00 -2.64  0.06
H60 0.17 7.39 -2.85  0.06
C25 -0.23 -2.81 1.52  -0.07
C26 0.97 -3.71 1.67  -0.26
N5 0.71 -4.97 2.42  -0.17
C27 1.73 -5.94 2.16  -0.25
C28 1.49 -6.76 0.84  -0.07
C29 0.36 -4.77 3.87  -0.27
C30 -1.02 -5.18 4.09  -0.12
H61 0.04 -1.94 0.90  0.06
H62 -0.47 -2.44 2.56  0.08
H63 -1.09 -3.41 1.12  0.06
H64 1.32 -3.97 0.72  0.07
H65 1.79 -3.20 2.22  0.12
H66 2.68 -5.43 1.98  0.11
H67 1.79 -6.72 2.89  0.10
H68 2.20 -7.56 0.75  0.06
H69 0.56 -7.26 0.86  0.05
H70 1.68 -6.07 0.03  0.04
H71 0.59 -3.71 4.19  0.11
H72 1.05 -5.36 4.59  0.13
H73 -1.09 -6.26 3.96  0.08
H74 -1.69 -4.74 3.34  0.05
H75 -1.50 -4.93 5.06  0.08
C31 4.41 -6.09 -4.64  -0.08
C32 4.80 -5.28 -3.38  -0.26
N6 4.66 -3.82 -3.51  -0.17
C33 4.79 -3.13 -2.15  -0.21
C34 3.63 -3.49 -1.20  -0.09
C35 5.56 -3.24 -4.45  -0.28
C36 7.04 -3.53 -4.20  -0.09
H76 4.25 -7.17 -4.43  0.09
H77 5.17 -6.03 -5.41  0.06
H78 3.50 -5.76 -5.06  0.04
H79 4.19 -5.63 -2.55  0.09
H80 5.87 -5.60 -3.13  0.12
H81 5.76 -3.35 -1.72  0.10
H82 4.83 -2.09 -2.34  0.09
H83 3.86 -2.87 -0.32  0.08
H84 2.60 -3.25 -1.54  0.08
H85 3.71 -4.50 -0.89  0.03
H86 5.34 -2.19 -4.50  0.10
H87 5.33 -3.61 -5.48  0.12
H88 7.17 -4.58 -4.30  0.04
H89 7.46 -3.15 -3.23  0.09
H90 7.67 -3.10 -4.96  0.06
C37 0.34 -2.36 -6.96  -0.10
C38 0.53 -3.06 -5.63  -0.23
N7 -0.71 -3.76 -5.13  -0.16
C39 -0.47 -4.15 -3.73  -0.27
C40 0.52 -5.30 -3.71  -0.06
C41 -1.98 -3.00 -5.22  -0.24
C42 -3.12 -4.06 -5.36  -0.08
H91 -0.39 -1.55 -6.82  0.06
H92 -0.10 -2.98 -7.70  0.07
H93 1.19 -1.76 -7.31  0.08
H94 1.31 -3.78 -5.71  0.08
H95 0.91 -2.29 -4.93  0.11
H96 -0.23 -3.30 -3.11  0.10
H97 -1.40 -4.49 -3.25  0.08
H98 0.58 -5.63 -2.71  0.05
H99 0.12 -6.13 -4.31  0.09
H100 1.52 -5.10 -4.03  0.03
H101 -1.98 -2.38 -6.12  0.09
H102 -2.08 -2.35 -4.40  0.07
H103 -3.00 -4.51 -6.36  0.07
H104 -4.11 -3.53 -5.32  0.08
H105 -3.02 -4.88 -4.66  0.05
C43 -4.35 3.53 3.32  -0.09
C44 -4.65 2.07 3.52  -0.27
N8 -4.47 1.29 2.28  -0.17
C45 -5.75 1.49 1.49  -0.20
C46 -5.57 1.33 -0.04  -0.07
C47 -4.23 -0.09 2.47  -0.32
C48 -2.89 -0.39 3.10  -0.07
H106 -4.83 3.96 2.45  0.05
H107 -3.28 3.74 3.22  0.07
H108 -4.71 4.14 4.16  0.08
H109 -3.96 1.76 4.32  0.10
H110 -5.63 1.91 4.00  0.12
H111 -6.07 2.56 1.62  0.11
H112 -6.58 0.92 1.91  0.11
H113 -4.94 2.09 -0.45  0.05
H114 -6.52 1.44 -0.59  0.09
H115 -5.24 0.43 -0.41  0.01
H116 -5.02 -0.53 3.03  0.10
H117 -4.40 -0.58 1.47  0.10
H118 -2.95 -0.08 4.15  0.06
H119 -2.68 -1.44 3.07  0.06
H120 -2.01 0.10 2.65  0.07
F1 0.36 0.57 4.02  0.02
C49 0.80 1.00 5.25  -0.25
C50 -0.11 1.79 5.98  -0.01
C51 0.39 2.33 7.15  -0.08
C52 1.72 2.18 7.53  -0.11
C53 2.53 1.38 6.81  -0.13
C54 2.08 0.71 5.72  -0.03
H121 -1.10 1.87 5.54  0.11
H122 -0.21 3.06 7.74  0.12
H123 2.11 2.60 8.45  0.11
H124 3.52 1.15 7.17  0.11
H125 2.73 0.08 5.07  0.13
F2 -3.16 0.51 -2.26  0.01
C55 -1.86 0.58 -1.81  -0.26
C56 -0.89 0.34 -2.78  -0.03
C57 0.45 0.33 -2.38  -0.07
C58 0.82 0.49 -1.02  -0.11
C59 -0.17 0.83 -0.12  -0.09
C60 -1.55 0.89 -0.47  0.02
H126 -1.18 0.04 -3.81  0.12
H127 1.27 0.13 -3.08  0.11
H128 1.86 0.45 -0.76  0.09
H129 0.10 1.03 0.88  0.07
H130 -2.31 1.13 0.28  0.11

# 5
ORCA calculation (ωB97M-V/def2-TZVPD) on C2H6NO7S2 as an isolated structure.

ΔE to the lowest compared entry with this formula, charge and spin, eV: 0.000
Charge: -1
Frontier orbital gap, eV: 9.680

Last column: Löwdin charge in e.
Cartesian coordinates (Å):
C1 -1.01 2.61 0.09  -0.10
C2 -0.74 1.12 -0.21  -0.27
N1 0.07 0.47 0.83  -0.25
O1 -0.39 -3.00 -1.89  -0.29
O2 1.96 -1.14 1.20  -0.25
O3 -0.32 -2.45 0.40  -0.33
O4 1.61 -3.40 -0.58  -0.26
O5 0.97 -1.09 -1.18  -0.33
O6 2.16 0.77 -0.37  -0.29
O7 -0.68 -0.28 1.79  -0.06
S1 0.45 -2.66 -0.80  0.35
S2 1.40 -0.35 0.15  0.59
H1 -0.08 3.08 0.43  0.06
H2 -1.34 3.01 -0.95  0.09
H3 -1.75 2.85 0.96  0.09
H4 -0.10 1.12 -1.05  0.07
H5 -1.69 0.52 -0.33  0.15
H6 -0.52 -1.19 1.50  0.03

# 6
ORCA calculation (ωB97M-V/def2-TZVPD) on CH2ClNO2 as an isolated structure.

ΔE to the lowest compared entry with this formula, charge and spin, eV: 3.430
Charge: 0
Frontier orbital gap, eV: 10.674

Last column: Löwdin charge in e.
Cartesian coordinates (Å):
C1 0.83 -0.16 0.00  -0.45
N1 -1.02 0.41 0.00  -0.39
O1 -1.77 -0.47 -0.26  0.04
O2 -1.16 1.56 0.24  0.07
Cl1 0.72 -1.87 0.04  0.63
H1 1.21 0.24 -0.92  0.05
H2 1.19 0.29 0.91  0.05

# 7
ORCA calculation (ωB97M-V/def2-TZVPD) on C2H2S4 as an isolated structure.

ΔE to the lowest compared entry with this formula, charge and spin, eV: 1.323
Charge: 0
Frontier orbital gap, eV: 6.646

Last column: Löwdin charge in e.
Cartesian coordinates (Å):
C1 -0.86 -0.29 0.03  -1.29
C2 0.64 0.12 -0.17  -1.18
H1 -1.55 1.98 -0.41  -0.09
H2 2.82 -0.97 0.42  -0.01
S1 -2.26 0.71 -0.28  0.68
S2 -1.35 -1.86 0.40  0.57
S3 1.57 -1.39 -0.32  0.68
S4 0.99 1.70 0.34  0.63

# 8
ORCA calculation (ωB97M-V/def2-TZVPD) on C3H3BrCl2F2 as an isolated structure.

Charge: 0
Frontier orbital gap, eV: 7.994

Last column: Löwdin charge in e.
Cartesian coordinates (Å):
C1 1.60 -0.59 -0.49  -0.48
C2 -2.89 0.66 -0.71  -1.17
C3 1.11 -0.12 0.84  -0.48
F1 0.48 1.07 0.78  0.04
F2 0.11 -0.91 1.28  0.02
Cl1 0.46 -0.57 -1.86  0.59
Cl2 -2.85 -0.14 0.70  0.60
Br1 -3.85 2.22 -0.81  0.60
H1 2.29 0.11 -0.90  0.07
H2 1.63 -1.63 -0.41  0.05
H3 1.91 -0.08 1.59  0.16

Number 1: highest occupied orbital energy -8.640 eV. Number 2: highest occupied orbital energy -3.939 eV. Number 3: highest occupied orbital energy -4.873 eV. Number 4: highest occupied orbital energy -7.997 eV. Number 5: highest occupied orbital energy -6.153 eV. Number 6: highest occupied orbital energy -10.122 eV. Number 7: highest occupied orbital energy -8.735 eV. Number 8: highest occupied orbital energy -8.595 eV.